Density functional theory data (ωB97M-V with the def2-TZVPD basis set) for a cluster of 3 separate species, C22H47ClNO3 in total at a distorted geometry.

Bonds (Å) are listed after each position.
Atoms and positions in Å:
1 C 7.2252 -1.7251 3.3650  C2 1.623, H16 1.155, H17 1.137, H18 1.150
2 C 6.0788 -0.9430 2.5228  C1 1.623, O3 1.449, H19 1.154, H20 1.141
3 O 5.1160 -0.2763 3.3758  C2 1.449, C4 1.410
4 C 4.3046 0.6321 2.6653  O3 1.410, O5 1.263, C6 1.615
5 O 4.6986 1.3296 1.6893  C4 1.263
6 C 2.7731 0.8909 3.1086  C4 1.615, C7 1.613, H21 1.160, H22 1.137
7 C 1.9893 -0.4690 3.4791  C6 1.613, C8 1.596, H23 1.137, H24 1.155
8 C 1.6575 -1.3896 2.2190  C7 1.596, C9 1.628, H25 1.155, H26 1.147
9 C 2.7950 -2.5089 1.8968  C8 1.628, C10 1.612, O15 1.442, H27 1.155
10 C 2.2126 -3.7124 0.9966  C9 1.612, N11 1.508, H28 1.153, H29 1.140
11 N 1.6798 -4.8835 1.7835  C10 1.508, C12 1.498, H30 1.034, H31 1.043
12 C 1.5633 -4.5584 3.2409  N11 1.498, Cl13 1.849, C14 1.596, H32 1.135
13 Cl 1.2366 -6.1607 4.1044  C12 1.849
14 C 2.9933 -4.0604 3.7442  C12 1.596, O15 1.443, H33 1.155, H34 1.145
15 O 3.5500 -2.9232 3.0530  C9 1.442, C14 1.443
16 H 8.0342 -1.9954 2.5866  C1 1.155
17 H 6.8461 -2.6847 3.8425  C1 1.137
18 H 7.7581 -1.0291 4.1092  C1 1.150
19 H 5.5511 -1.7591 1.9003  C2 1.154
20 H 6.6462 -0.2506 1.8145  C2 1.141
21 H 2.2287 1.3518 2.1935  C6 1.160
22 H 2.6796 1.6409 3.9581  C6 1.137
23 H 2.5208 -0.9884 4.3399  C7 1.137
24 H 0.9715 -0.1247 3.9036  C7 1.155
25 H 1.5807 -0.7640 1.2511  C8 1.155
26 H 0.6483 -1.9267 2.3112  C8 1.147
27 H 3.5453 -1.9614 1.2105  C9 1.155
28 H 1.3507 -3.3277 0.3343  C10 1.153
29 H 3.0407 -4.0639 0.2972  C10 1.140
30 H 2.2999 -5.7052 1.6915  N11 1.034
31 H 0.7303 -5.1044 1.4135  N11 1.043
32 H 0.6893 -3.8817 3.4993  C12 1.135
33 H 2.8631 -3.7700 4.8545  C14 1.155
34 H 3.7617 -4.9099 3.7409  C14 1.145
35 C 1.3847 2.2706 -0.8297  C36 1.524, H41 1.091, H42 1.094, H43 1.094
36 C 0.2969 2.2084 0.2357  C35 1.524, C37 1.529, H44 1.094, H45 1.097
37 C -1.1135 2.1199 -0.3481  C36 1.529, C38 1.531, H46 1.096, H47 1.097
38 C -1.5480 3.3219 -1.1917  C37 1.531, C39 1.530, H48 1.096, H49 1.095
39 C -1.4952 4.6734 -0.4774  C38 1.530, C40 1.523, H50 1.095, H51 1.095
40 C -2.4331 4.7567 0.7196  C39 1.523, H52 1.093, H53 1.093, H54 1.092
41 H 1.2868 3.1604 -1.4542  C35 1.091
42 H 2.3714 2.3025 -0.3594  C35 1.094
43 H 1.3458 1.3882 -1.4751  C35 1.094
44 H 0.3847 3.0733 0.9004  C36 1.094
45 H 0.4711 1.3227 0.8590  C36 1.097
46 H -1.8237 1.9761 0.4738  C37 1.096
47 H -1.1864 1.2182 -0.9682  C37 1.097
48 H -2.5714 3.1452 -1.5426  C38 1.096
49 H -0.9284 3.3774 -2.0931  C38 1.095
50 H -1.7737 5.4544 -1.1925  C39 1.095
51 H -0.4725 4.9010 -0.1603  C39 1.095
52 H -3.4686 4.5804 0.4161  C40 1.093
53 H -2.3786 5.7499 1.1723  C40 1.093
54 H -2.1703 4.0284 1.4902  C40 1.092
55 C -5.3547 -0.2181 -6.5680  C56 1.524, H61 1.092, H62 1.093, H63 1.093
56 C -5.8427 0.7134 -5.4653  C55 1.524, C57 1.529, H64 1.094, H65 1.095
57 C -4.7049 1.4098 -4.7181  C56 1.529, C58 1.532, H66 1.095, H67 1.096
58 C -3.7516 0.4780 -3.9638  C57 1.532, C59 1.530, H68 1.097, H69 1.095
59 C -4.4128 -0.4312 -2.9267  C58 1.530, C60 1.523, H70 1.096, H71 1.094
60 C -5.0835 0.3372 -1.7956  C59 1.523, H72 1.094, H73 1.093, H74 1.092
61 H -4.7457 -1.0321 -6.1685  C55 1.092
62 H -6.2060 -0.6651 -7.0872  C55 1.093
63 H -4.7600 0.3305 -7.3034  C55 1.093
64 H -6.4762 0.1563 -4.7683  C56 1.094
65 H -6.4824 1.4799 -5.9156  C56 1.095
66 H -5.1376 2.1326 -4.0178  C57 1.095
67 H -4.1183 1.9992 -5.4322  C57 1.096
68 H -2.9916 1.0914 -3.4651  C58 1.097
69 H -3.2083 -0.1460 -4.6816  C58 1.095
70 H -3.6443 -1.0833 -2.4966  C59 1.096
71 H -5.1416 -1.0932 -3.4047  C59 1.094
72 H -4.3607 0.9698 -1.2721  C60 1.094
73 H -5.5116 -0.3586 -1.0691  C60 1.093
74 H -5.8939 0.9702 -2.1627  C60 1.092

Results
maximum force: 4.7 eV/A
spin multiplicity: 1
charge: +1
gap between HOMO and LUMO: 8.699 eV
HOMO level: -12.4 eV